[1]
Entry from the OMol25 dataset: a single C4H9NO molecule (ωB97M-V/def2-TZVPD).

The geometry in XYZ format:
```
15
Properties=species:S:1:pos:R:3:forces:R:3
C -1.441846 1.425198 -0.185867 -0.03 -0.03 -0.04
C -0.415343 0.786720 0.412928 0.01 -0.18 -0.23
O 0.027732 1.169310 1.646998 -0.10 0.11 0.01
N 0.291292 -0.285852 -0.068995 -0.14 0.17 0.10
C -0.228692 -1.083992 -1.151923 -0.06 -0.02 -0.08
C 1.501448 -0.779735 0.550782 0.13 0.00 0.07
H -2.053981 2.101900 0.400927 0.17 0.02 -0.12
H -1.717327 1.261024 -1.218440 0.03 -0.06 0.18
H -0.338247 2.051566 1.790061 0.10 -0.14 0.11
H -0.229856 -2.146666 -0.868517 0.03 0.17 -0.06
H -1.255856 -0.785200 -1.367102 0.17 -0.11 0.01
H 0.377195 -0.968564 -2.062401 -0.13 -0.03 0.12
H 2.230661 -1.041860 -0.225682 -0.09 0.06 0.08
H 1.312699 -1.682664 1.150297 0.00 0.13 -0.07
H 1.940120 -0.021186 1.196933 -0.07 -0.09 -0.08
```
Positions in Å, forces in eV/Å.

Total charge   0
E_tot   -287.7687 a.u.
E_LUMO   0.91 eV
SMILES string   C=C(O)N(C)C
Maximum force   0.0057 hartree/bohr

=====

[2]
Entry from the OMol25 dataset: a single C4H9NO molecule at a distorted geometry (ωB97M-V/def2-TZVPD).

The geometry in XYZ format:
```
15
Properties=species:S:1:pos:R:3:forces:R:3
C -0.548020 0.967175 -1.380170 0.06 -0.34 1.07
N -0.101914 0.567749 -0.034231 0.55 0.77 0.07
C -1.200400 0.125331 0.758414 -1.27 -1.39 0.96
C 0.891455 -0.470099 -0.147863 -0.01 -0.16 -1.00
C 1.660314 -0.795604 1.095950 -0.58 -0.32 0.68
O 1.916845 -1.921892 1.431789 0.20 -0.11 -0.18
H -0.941384 0.062605 -1.872333 -0.14 0.39 -0.39
H 0.296652 1.385082 -1.915094 0.10 -0.08 -0.24
H -1.300525 1.749778 -1.272710 -0.09 -0.22 -0.17
H -2.042774 0.804829 0.774701 -0.01 0.40 -0.32
H -1.593715 -0.865261 0.440828 -0.04 0.23 -0.46
H -1.027141 -0.094921 1.823004 0.81 0.48 -0.21
H 0.440447 -1.389179 -0.565993 0.14 -0.15 0.29
H 1.618158 -0.157793 -0.903538 0.19 0.11 0.07
H 1.932008 0.032195 1.767245 0.10 0.39 -0.17
```
Positions in Å, forces in eV/Å.

Total charge   0
E_tot   -287.7626 a.u.
E_LUMO   1.02 eV
SMILES string   CN(C)CC=O
Maximum force   0.0411 hartree/bohr

=====

[3]
Entry from the OMol25 dataset: a 2-piece molecular cluster, C4H9NO overall (ωB97M-V/def2-TZVPD).

The geometry in XYZ format:
```
15
Properties=species:S:1:pos:R:3:forces:R:3
C -0.363335 -0.155568 1.680588 -0.12 0.00 0.11
N 0.491914 -0.153269 0.483360 0.06 -0.01 -0.13
C 0.957544 -1.323321 0.064211 0.04 0.05 0.04
C 0.654356 1.028246 -0.119349 0.22 0.02 0.16
C -0.981224 0.420596 -1.810662 -0.15 0.05 -0.24
O -1.135232 1.320221 -2.604911 -0.05 -0.34 0.21
H 0.227888 0.175743 2.536457 -0.09 -0.05 -0.11
H -0.749227 -1.160317 1.852606 0.09 0.14 -0.03
H -1.197487 0.530477 1.522022 0.15 -0.09 0.03
H 0.762503 -2.209705 0.647134 -0.03 0.15 -0.05
H -0.220858 -0.382223 -1.926585 -0.04 0.18 -0.07
H 1.652499 -1.330951 -0.764593 -0.08 0.00 0.11
H 1.397658 1.116965 -0.898156 -0.08 -0.04 0.10
H 0.204639 1.903100 0.323519 0.06 -0.13 0.03
H -1.701638 0.220006 -0.985642 0.02 0.09 -0.15
```
Positions in Å, forces in eV/Å.

Total charge   0
E_tot   -287.6802 a.u.
E_LUMO   0.70 eV
Maximum force   0.0078 hartree/bohr

=====

[4]
Entry from the OMol25 dataset: a single C4H9NO molecule at a distorted geometry (ωB97M-V/def2-TZVPD).

The geometry in XYZ format:
```
15
Properties=species:S:1:pos:R:3:forces:R:3
C -1.618265 -0.940415 -0.164596 0.12 0.16 0.02
N -0.424318 -0.311217 0.400027 0.54 0.67 -0.18
C -0.314925 1.155323 0.225893 0.21 1.24 -0.70
C 0.837880 -0.748889 -0.161129 0.41 0.00 -0.16
C 1.728614 0.390841 0.330295 2.63 -0.88 -0.52
O 2.483980 1.061700 -0.375410 0.57 -1.23 0.59
H -1.724846 -0.769056 -1.252073 0.08 0.03 0.18
H -2.516561 -0.555618 0.334011 0.24 -0.03 -0.09
H -1.583465 -2.026610 0.003100 0.10 0.33 0.03
H -0.787419 1.673439 1.068235 0.24 0.17 -0.37
H 0.847677 1.581019 -0.060961 -4.23 -0.66 1.61
H -0.696823 1.492943 -0.735428 -0.84 0.02 -0.25
H 0.862621 -0.752711 -1.264216 -0.03 -0.02 0.09
H 1.178976 -1.722814 0.212526 -0.09 0.12 -0.01
H 1.726868 0.472066 1.439723 0.05 0.09 -0.23
```
Positions in Å, forces in eV/Å.

Total charge   0
E_tot   -287.6899 a.u.
E_LUMO   0.99 eV
SMILES string   CN(C)CC=O
Maximum force   0.0889 hartree/bohr

=====

[5]
Entry from the OMol25 dataset: a 2-piece molecular cluster, C4H9NO overall (ωB97M-V/def2-TZVPD).

The geometry in XYZ format:
```
15
Properties=species:S:1:pos:R:3:forces:R:3
C 1.889003 0.615295 -0.147689 0.00 0.03 0.04
C 1.539211 -0.703871 -0.777105 -0.06 -0.15 0.05
C 0.800010 -1.642878 -0.184726 0.09 0.10 -0.08
C -1.591292 0.390967 0.716461 -0.59 0.25 -0.12
O -1.548830 0.375464 -0.625680 0.18 -0.09 0.22
N -2.769572 0.908176 1.065289 0.19 -0.08 0.09
H 1.699818 1.448789 -0.834401 0.02 -0.12 0.08
H 2.956050 0.645016 0.105344 -0.15 0.01 -0.04
H 1.305163 0.778170 0.763679 0.11 -0.04 -0.12
H -0.707382 -0.050087 -0.861546 -0.09 0.02 -0.04
H 1.938926 -0.891823 -1.774844 -0.04 0.00 0.14
H 0.584449 -2.591339 -0.670428 0.06 0.15 0.03
H 0.366782 -1.473541 0.799558 0.10 -0.04 -0.15
H -3.466341 1.199545 0.384260 0.11 -0.04 0.05
H -2.995993 0.992114 2.041831 0.06 0.00 -0.14
```
Positions in Å, forces in eV/Å.

Total charge   0
E_tot   -287.7347 a.u.
E_LUMO   1.16 eV
Maximum force   0.0127 hartree/bohr

=====

[6]
Entry from the OMol25 dataset: a 2-piece molecular cluster, C4H9NO overall (ωB97M-V/def2-TZVPD).

The geometry in XYZ format:
```
15
Properties=species:S:1:pos:R:3:forces:R:3
C 0.092519 1.339168 -1.584093 0.10 -0.02 0.00
C 0.444721 0.734314 -0.475287 0.28 0.16 0.41
N 0.757948 0.287015 0.617287 -0.25 0.46 -0.68
C 2.139769 0.469507 1.043128 0.32 0.02 0.17
H -0.024313 2.413994 -1.546240 -0.15 -0.03 -0.06
H -0.048883 0.801022 -2.511781 0.09 0.03 0.11
H 2.818432 0.621904 0.196131 -0.05 -0.06 0.14
H 2.147111 1.365812 1.669763 0.17 -0.15 0.01
H 2.471768 -0.374859 1.647107 -0.06 0.03 -0.09
C -1.825725 -1.551537 0.390447 -0.12 -0.30 0.28
O -1.630584 -0.909294 -0.850833 -0.20 0.13 -0.11
H -1.388617 -2.549544 0.298210 -0.11 0.09 0.06
H -2.893656 -1.654959 0.623417 0.12 -0.02 0.02
H -1.320138 -1.035677 1.216846 -0.09 -0.06 -0.21
H -1.740350 0.043135 -0.734100 -0.05 -0.28 -0.07
```
Positions in Å, forces in eV/Å.

Total charge   0
E_tot   -287.7203 a.u.
E_LUMO   0.95 eV
SMILES string   C=C=NC.CO
Maximum force   0.0167 hartree/bohr

=====

[7]
Entry from the OMol25 dataset: a single C4H9NO molecule (ωB97M-V/def2-TZVPD).

The geometry in XYZ format:
```
15
Properties=species:S:1:pos:R:3:forces:R:3
C -2.231401 0.152311 -1.231703 -0.33 0.04 -0.21
O -1.048073 -0.187685 -0.565900 0.12 -0.12 -0.08
C -0.064669 0.817730 -0.708547 0.14 0.20 -0.20
C 1.184112 0.575460 0.047305 -0.28 -0.36 0.14
C 1.905496 -0.626692 1.909283 0.21 -0.06 0.24
N 1.184770 -0.593056 0.650143 -0.12 0.69 -0.01
H -2.049649 0.253650 -2.311679 -0.13 -0.02 0.10
H -2.646561 1.103038 -0.858921 0.07 -0.17 -0.04
H -2.953856 -0.647140 -1.055089 0.06 0.11 -0.06
H -0.431528 1.764328 -0.267261 -0.03 -0.13 -0.19
H 0.164329 1.028161 -1.762761 -0.09 -0.03 -0.01
H 2.476275 0.301007 1.882314 0.19 -0.24 0.34
H 1.154692 -0.555295 2.704563 0.31 -0.10 0.06
H 2.549390 -1.491888 2.076771 -0.12 -0.07 -0.20
H 0.440345 -1.278374 0.502737 0.01 0.27 0.13
```
Positions in Å, forces in eV/Å.

Total charge   0
E_tot   -287.6989 a.u.
E_LUMO   1.02 eV
Maximum force   0.0136 hartree/bohr

=====

[8]
Entry from the OMol25 dataset: a single C4H9NO molecule at a distorted geometry (ωB97M-V/def2-TZVPD).

The geometry in XYZ format:
```
15
Properties=species:S:1:pos:R:3:forces:R:3
C 1.254586 -0.617556 1.686253 -0.12 0.09 -0.01
C 0.963355 -1.168761 0.288870 -0.22 0.03 -0.07
N -0.181520 -0.499447 -0.370885 -0.31 0.47 -0.27
C -0.192999 0.698149 -0.988981 -1.08 0.69 -0.42
C -1.757209 1.047900 -1.269237 0.67 0.64 -0.33
O 0.710694 1.443384 -1.293515 -0.30 -0.34 0.14
H 2.086001 -1.146920 2.170851 -0.19 0.05 -0.23
H 0.370407 -0.722980 2.321448 0.11 0.04 -0.01
H 1.517746 0.442786 1.628284 -0.07 -0.13 0.01
H 1.855271 -1.044702 -0.344732 -0.48 0.14 0.01
H 0.778154 -2.248344 0.339706 -0.19 0.27 -0.09
H -1.208812 -0.530834 -0.346563 0.95 -2.51 1.54
H -2.638452 0.385906 -1.047687 1.29 -0.11 0.14
H -1.818650 1.230102 -2.336526 -0.07 0.43 -0.10
H -1.951875 1.954250 -0.698090 0.02 0.25 -0.30
```
Positions in Å, forces in eV/Å.

Total charge   0
E_tot   -287.7838 a.u.
E_LUMO   0.89 eV
SMILES string   CCNC(C)=O
Maximum force   0.0602 hartree/bohr

=====

[9]
Entry from the OMol25 dataset: a single C4H9NO molecule (ωB97M-V/def2-TZVPD).

The geometry in XYZ format:
```
15
Properties=species:S:1:pos:R:3:forces:R:3
C -0.061417 0.202620 -1.892775 -0.03 0.03 -0.02
C 0.608062 -0.333832 -0.629561 -0.14 -0.24 -0.09
O 1.710905 0.459439 -0.247356 -0.09 0.27 0.11
C -0.409655 -0.451630 0.489155 -0.08 -0.21 -0.28
C -0.082981 -0.330557 1.915689 0.48 0.19 0.29
N -0.727765 0.785748 1.201735 -0.24 -0.06 0.02
H 0.667295 0.316046 -2.701071 -0.08 -0.03 0.16
H -0.857294 -0.469985 -2.234883 0.12 0.09 0.07
H -0.508675 1.181209 -1.682444 0.06 -0.10 -0.05
H 1.011002 -1.334678 -0.823438 0.00 0.11 0.01
H 1.338077 1.288068 0.091283 0.08 -0.07 -0.01
H -1.237801 -1.118151 0.252449 0.03 0.10 -0.01
H 0.939085 -0.112165 2.236098 -0.32 -0.16 -0.20
H -0.666253 -0.919282 2.612675 -0.06 0.07 0.03
H -1.722584 0.837152 1.412445 0.25 0.02 -0.02
```
Positions in Å, forces in eV/Å.

Total charge   0
E_tot   -287.7644 a.u.
E_LUMO   1.03 eV
SMILES string   C[C@@H](O)[C@H]1CN1
Maximum force   0.0115 hartree/bohr

=====

[10]
Entry from the OMol25 dataset: a 2-piece molecular cluster, C4H9NO overall at a distorted geometry (ωB97M-V/def2-TZVPD).

The geometry in XYZ format:
```
15
Properties=species:S:1:pos:R:3:forces:R:3
C 2.419026 1.416404 0.489212 0.73 0.11 -0.38
C 2.358233 1.353535 -0.843488 -1.09 0.39 0.79
N 1.127229 1.377208 -1.528974 1.86 -0.78 0.15
H 1.566557 1.616535 1.122453 -0.16 -0.18 -0.04
H 3.390884 1.378265 0.954392 0.01 -0.10 0.20
H 3.268664 1.313884 -1.422701 -0.08 -0.17 -0.28
H 0.365963 1.395669 -0.882327 -0.59 0.52 -0.32
H 1.157088 1.945581 -2.351221 -0.70 0.21 -0.13
C -1.634542 -0.368254 1.090569 1.24 0.00 2.21
C -2.101663 -1.463474 0.213521 -0.78 0.20 -1.11
O -2.017268 -2.626430 0.496312 0.34 -0.18 0.24
H -0.973701 0.467363 0.852067 -0.27 -0.20 -1.22
H -1.034437 -0.879471 1.859703 -0.36 0.09 0.10
H -2.475093 0.096655 1.604927 -0.30 -0.11 -0.08
H -2.678207 -1.197149 -0.692147 0.15 0.20 -0.12
```
Positions in Å, forces in eV/Å.

Total charge   0
E_tot   -287.7449 a.u.
E_LUMO   0.92 eV
SMILES string   C=CN.CC=O
Maximum force   0.0492 hartree/bohr

=====

[11]
Entry from the OMol25 dataset: a single C4H9NO molecule at a distorted geometry (ωB97M-V/def2-TZVPD).

The geometry in XYZ format:
```
15
Properties=species:S:1:pos:R:3:forces:R:3
C -2.873797 -0.049695 -0.188527 -0.85 0.24 0.29
C -1.690911 -0.027559 0.429170 0.25 -0.32 0.58
O -0.571412 -0.000158 -0.344416 1.57 0.66 -0.69
N 0.725458 0.024564 0.362006 -0.49 -0.52 0.20
C 1.532698 1.222722 0.066520 -1.30 1.71 -0.76
C 1.361855 -1.244335 -0.085536 -0.08 1.21 -2.49
H -3.870420 -0.231151 0.274230 1.25 0.37 0.06
H -2.928116 0.182855 -1.251234 0.25 -0.39 0.11
H -1.441251 -0.070244 1.502716 -0.54 -0.19 -0.53
H 1.953380 1.483145 1.033601 0.79 -0.03 -0.25
H 2.232464 1.193470 -0.796880 -0.01 -0.70 0.70
H 0.958010 2.178533 -0.217664 -0.02 -1.75 0.61
H 0.830638 -2.066653 0.361335 -0.40 -0.33 -0.34
H 1.359600 -1.181896 -1.251342 -0.42 -0.78 1.76
H 2.421805 -1.413601 0.106023 0.00 0.83 0.74
```
Positions in Å, forces in eV/Å.

Total charge   0
E_tot   -287.6742 a.u.
E_LUMO   1.06 eV
SMILES string   C=CON(C)C
Maximum force   0.0540 hartree/bohr

=====

[12]
Entry from the OMol25 dataset: a 2-piece molecular cluster, C4H9NO overall at a distorted geometry (ωB97M-V/def2-TZVPD).

The geometry in XYZ format:
```
15
Properties=species:S:1:pos:R:3:forces:R:3
C 0.153454 1.743004 -1.532263 1.31 0.20 1.10
N 1.146752 1.362487 -2.213149 -0.85 -0.04 -0.81
C 0.950298 1.091192 -3.635334 0.44 0.38 0.31
H 0.440956 1.909539 -0.492056 -0.65 0.13 0.11
H -0.873117 1.976186 -1.819638 0.02 -0.28 -0.49
H 1.482036 1.857382 -4.203763 0.08 -0.03 0.01
H -0.090027 1.107128 -3.969149 -0.09 -0.24 0.09
H 1.457203 0.148325 -3.828005 -0.27 -0.13 -0.30
C -0.435931 -2.158658 2.830037 -0.92 -0.11 -1.15
C -0.850430 -0.935295 3.566443 -0.84 1.32 -0.05
O -1.161427 0.075180 2.975269 0.28 -0.08 -0.16
H 0.635646 -2.280293 2.705586 0.09 -0.28 0.51
H -0.830152 -1.993994 1.819320 0.28 0.13 0.01
H -1.000820 -3.036179 3.145759 0.62 -0.20 0.55
H -1.024436 -0.866006 4.650944 0.49 -0.77 0.26
```
Positions in Å, forces in eV/Å.

Total charge   0
E_tot   -287.7366 a.u.
E_LUMO   1.06 eV
SMILES string   C=NC.CC=O
Maximum force   0.0335 hartree/bohr